No. 1
# C2H8N2O2S

A single C2H8N2O2S molecule (the ωB97M-V functional and the def2-TZVPD basis, the OMol25 dataset).

ORCA input file:
```
! RIJCOSX wB97M-V def2-TZVPD def2/J DEFGRID3
* xyz 0 3
H 2.30 0.35 0.23
H 2.26 0.15 1.74
O 0.69 -2.18 -0.56
H -0.05 -0.25 1.84
N -0.50 1.51 0.55
C 0.35 0.25 0.90
H -0.13 2.02 -0.26
N 1.67 0.60 1.02
C -1.62 -0.93 -1.00
H -1.65 -1.02 -2.01
H -1.94 0.07 -0.81
O 0.72 -0.01 -1.77
S 0.17 -0.83 -0.72
H -1.97 -1.89 -0.53
H -0.32 2.16 1.39
*
```

- orbital gap (alpha / beta) (Ha) = 0.1609 / 0.2280
- strongest force on any atom (eV/A) = 9.576
- energy relative to the best compared isomer or geometry (same formula, charge and spin) (kcal/mol) = 83.8
- DFT total energy (hartree) = -738.8943
- LUMO (alpha / beta) (eV) = 0.8 / -3.8

No. 2
# C2H3NOS2

A single C2H3NOS2 molecule (the ωB97M-V functional and the def2-TZVPD basis, the OMol25 dataset).

ORCA input file:
```
! RIJCOSX wB97M-V def2-TZVPD def2/J DEFGRID3
* xyz 0 1
N 0.17 -0.51 -0.02
S 0.09 -2.96 -1.07
H 1.85 -1.26 -1.34
H -0.58 -0.63 0.57
C 0.80 -1.46 -0.76
H -0.77 2.86 0.94
O -1.52 0.96 1.09
S 0.73 1.13 -0.09
C -0.78 1.86 0.68
*
```

- orbital gap (Ha) = 0.3039
- SMILES = O=CSNC=S
- strongest force on any atom (eV/A) = 7.501
- energy relative to the best compared isomer or geometry (same formula, charge and spin) (kcal/mol) = 50.6
- DFT total energy (hartree) = -1004.3069
- LUMO (eV) = -0.3